ORCA calculation (ωB97M-V with the def2-TZVPD basis set) on C38H64Br2F5I2N5O12PS as an isolated structure.

Gap between HOMO and LUMO in eV: 6.795
Net charge: +1

```
130
Properties=species:S:1:pos:R:3:mulliken_charge:R:1
C -2.471 2.835 -4.389 -0.88
C -3.085 1.496 -3.918 -0.62
O -2.371 0.892 -2.823 -0.13
P -2.752 1.450 -1.367 0.44
O -3.979 0.797 -0.894 -0.78
C -1.387 1.116 -0.202 1.04
C -1.604 -0.335 0.296 -1.34
N -0.419 -1.121 0.618 1.55
C 0.879 -0.597 0.647 -1.76
N 1.520 -0.391 -0.487 1.54
C 0.965 -0.688 -1.773 -0.26
Br 0.429 -2.520 -2.049 -0.04
C 0.849 0.185 -2.777 0.49
C 1.271 1.629 -2.684 -1.29
Br 0.178 -0.348 -4.474 -0.12
C 2.900 0.099 -0.472 -1.00
C 3.201 1.399 -0.118 0.96
C 4.519 1.779 -0.157 -1.57
C 5.527 0.889 -0.530 -0.63
C 5.194 -0.391 -0.900 -1.11
C 3.869 -0.784 -0.858 0.15
N 1.237 -0.488 1.945 0.57
N 2.331 0.241 2.428 -0.79
C 0.539 -1.434 2.827 1.56
C 1.261 -2.658 3.431 -1.13
I 0.539 -3.555 5.250 0.21
C 2.330 -3.257 2.874 -0.11
C 2.943 -2.828 1.551 -0.73
I 3.343 -4.928 3.720 0.13
S -0.222 -0.447 4.178 1.20
O 0.780 -0.282 5.196 -0.62
O -1.366 -1.054 4.772 -0.59
C -0.786 1.270 3.732 0.63
F -1.739 1.309 2.779 -0.21
F -1.390 1.682 4.848 -0.25
C 0.268 2.384 3.388 0.57
F -0.324 3.556 3.691 -0.28
F 1.383 2.336 4.094 -0.22
F 0.487 2.441 2.064 -0.15
C -0.373 -2.096 1.694 -0.21
C -1.561 -3.000 2.028 -1.79
C -2.923 -2.395 2.436 0.31
O -3.384 -3.107 3.599 -0.64
C -4.045 -2.585 1.363 -0.78
N -5.323 -2.169 1.934 -0.54
O -2.908 3.051 -1.348 -0.32
C -4.272 3.518 -1.448 -0.26
C -4.953 3.676 -0.061 -0.93
H -1.562 3.086 -3.837 0.19
H -2.187 2.779 -5.446 0.33
H -3.204 3.644 -4.333 0.30
H -2.968 0.804 -4.757 0.45
H -4.162 1.576 -3.752 0.41
H -1.530 1.868 0.579 0.50
H -0.410 1.313 -0.647 -1.26
H -2.142 -0.850 -0.512 0.87
H -2.353 -0.255 1.087 0.35
H 1.134 2.079 -1.702 0.17
H 2.352 1.656 -2.888 0.38
H 0.813 2.210 -3.486 0.56
H 2.402 2.079 0.159 0.50
H 4.774 2.799 0.116 0.63
H 6.559 1.224 -0.526 0.54
H 5.927 -1.122 -1.227 0.47
H 3.599 -1.794 -1.158 0.53
H 3.224 -0.008 2.014 0.15
H 2.446 0.122 3.434 0.33
H 3.537 -1.925 1.708 0.13
H 2.243 -2.768 0.714 -0.12
H 3.671 -3.587 1.248 0.69
H 0.328 -2.827 1.270 0.20
H -1.224 -3.684 2.814 0.53
H -1.721 -3.641 1.148 0.49
H -2.905 -1.349 2.759 0.39
H -3.241 -4.045 3.418 0.47
H -3.839 -2.008 0.454 -0.03
H -4.123 -3.664 1.171 0.59
H -5.270 -1.240 2.328 0.24
H -5.673 -2.829 2.611 0.26
H -4.916 2.888 -2.063 0.21
H -4.251 4.503 -1.923 0.50
H -4.448 3.003 0.634 0.11
H -6.007 3.417 -0.176 0.31
H -4.856 4.718 0.253 0.32
C 7.441 7.880 1.224 -0.81
O 8.460 6.906 1.146 -0.27
C 8.142 5.692 1.801 -0.57
C 8.653 4.492 1.026 -0.31
O 7.946 4.205 -0.179 -0.38
C 8.104 5.129 -1.255 -0.35
C 9.483 5.155 -1.885 -0.58
O 10.426 5.781 -1.032 -0.28
C 11.701 5.171 -1.048 -0.80
H 7.429 8.347 2.214 0.32
H 7.651 8.643 0.475 0.24
H 6.458 7.449 1.006 0.35
H 7.059 5.593 1.940 0.31
H 8.623 5.707 2.787 0.40
H 8.504 3.612 1.658 0.44
H 9.725 4.563 0.846 0.08
H 7.777 6.127 -0.963 0.13
H 7.403 4.790 -2.023 0.42
H 9.439 5.735 -2.814 0.40
H 9.790 4.129 -2.117 0.33
H 11.622 4.082 -0.966 0.36
H 12.255 5.540 -0.186 0.24
H 12.242 5.435 -1.962 0.32
C -9.044 -4.650 0.685 -0.80
O -8.416 -4.672 -0.578 -0.31
C -7.111 -4.118 -0.575 -0.24
C -6.180 -4.906 -1.474 -0.41
O -5.808 -6.187 -0.979 -0.46
C -6.801 -7.206 -0.935 -0.34
C -7.252 -7.718 -2.288 -0.53
O -8.067 -6.764 -2.951 -0.28
C -7.844 -6.697 -4.343 -0.80
H -9.406 -3.643 0.919 0.32
H -9.894 -5.331 0.648 0.26
H -8.367 -4.992 1.475 0.34
H -6.691 -4.094 0.435 0.10
H -7.185 -3.087 -0.944 0.39
H -5.243 -4.344 -1.540 0.46
H -6.571 -4.974 -2.490 0.13
H -7.646 -6.903 -0.317 0.10
H -6.324 -8.042 -0.416 0.41
H -7.853 -8.625 -2.144 0.41
H -6.372 -7.963 -2.890 0.34
H -6.774 -6.665 -4.573 0.36
H -8.301 -5.778 -4.708 0.23
H -8.305 -7.552 -4.848 0.32
```